[1]
Density functional theory data (ωB97M-V/def2-TZVPD) for the ion C4H8NO2 with charge +1 at a distorted geometry.

The value obtained for the HOMO-LUMO gap (alpha / beta) is 9.245 / 6.853 eV. The lowest unoccupied orbital energy (alpha / beta) is -6.13 / -6.97 eV. As for the structure (SMILES): C[N+](C)=C(O)C=O.

```
! wB97M-V def2-TZVPD RIJCOSX def2/J DEFGRID3
* xyz 1 1
C 1.366 1.180 0.061
N 0.589 0.004 -0.050
C 1.248 -1.297 -0.078
C -1.206 0.193 -0.142
O -1.324 1.437 -0.467
C -2.242 -0.746 0.171
O -3.371 -0.329 0.232
H 2.347 0.886 -0.370
H 1.294 1.442 1.148
H 1.063 2.124 -0.383
H 2.220 -1.213 -0.626
H 0.597 -2.154 -0.329
H 1.564 -1.499 0.988
H -2.279 1.701 -0.509
H -1.867 -1.729 0.355
*
```

***

[2]
Density functional theory data (ωB97M-V/def2-TZVPD) for the molecule C5H7NO at a distorted geometry.

The value obtained for the HOMO-LUMO gap is 11.121 eV. The lowest unoccupied orbital energy is 0.87 eV. As for the structure (SMILES): CO[C@H]1C[C@H]1C#N.

```
! wB97M-V def2-TZVPD RIJCOSX def2/J DEFGRID3
* xyz 0 1
C -0.496 1.734 -0.903
O 0.434 0.679 -0.882
C 0.760 0.130 0.341
C -0.243 -0.486 1.265
C 0.627 -1.375 0.398
C -0.024 -1.967 -0.750
N -0.569 -2.408 -1.672
H -0.586 2.025 -1.951
H -1.481 1.413 -0.545
H -0.160 2.597 -0.319
H 1.646 0.558 0.812
H -1.300 -0.453 1.030
H -0.018 -0.470 2.327
H 1.410 -1.977 0.851
*
```

***

no.,calculated total energy (eV)
1,-9851.2037
2,-8834.1741